Molecular formula: C33H29F3N4O17
Method: DFT, wB97M-V/def2-TZVPD

- Energy relative to the best compared isomer or geometry (same formula, charge and spin): 0.54 kcal/mol
- Gap between HOMO and LUMO: 0.345 Eh
- Energy: -83599.94508 eV
- HOMO level: -0.3678 hartree
- SMILES: O=[N+]([O-])c1ccccc1.O=[N+]([O-])c1ccccc1.O=[N+]([O-])c1ccccc1.O=[N+]([O-])c1ccccc1.O=C1OC[C@@H](F)O1.O=C1OC[C@@H](F)O1.O=C1OC[C@@H](F)O1
- LUMO: -0.023 hartree

XYZ file:
```
86
C33H29F3N4O17, DFT wB97M-V/def2-TZVPD
F 5.31139 -1.25226 -4.62844
F 2.48017 -3.20469 4.57077
F 0.76093 3.51992 0.80997
O 1.83856 -1.58066 -2.68337
O -0.23826 -1.64706 5.10442
O 2.43849 -9.24087 2.59233
O 1.08938 5.73301 0.75429
O -3.50115 2.05557 1.90093
O -2.39217 3.83030 2.23658
O 4.25724 -1.23493 -8.60478
O 0.36397 -0.25275 -3.57622
O 1.95329 6.73789 -1.11114
O 5.12463 -0.45063 -6.71557
O 2.92063 -0.80607 -6.85236
O 0.07544 5.42526 -1.20752
O -1.62809 2.62102 -2.77178
O -3.68965 3.34980 -2.72788
O 1.83642 -1.04874 5.10501
O 0.57898 -8.53376 3.42105
O 0.38175 0.40188 4.26871
N -2.72026 2.90152 -3.29368
N -2.98617 2.85648 2.62373
N 1.60202 -8.37837 2.79094
N 0.82586 -0.86479 -2.66953
C -3.89781 1.61205 4.59653
C -0.52525 0.06738 1.20524
C 3.16537 -0.46603 -5.48621
C -2.77935 2.72501 -4.75364
C 0.28295 -0.58210 -1.32524
C -2.83496 2.59583 -7.47872
C 0.83238 -0.25204 0.99423
C 0.61595 -0.68838 4.71048
C -1.79623 2.53147 6.19907
C 1.93450 -2.35115 5.52716
C 4.10490 -0.82646 -7.52688
C 1.13343 6.01957 -0.57019
C -1.71042 2.15756 -6.79542
C 1.76445 -7.10537 2.10623
C 2.90857 -5.85749 0.51740
C 1.25477 -0.53688 -0.29642
C -1.85753 2.92107 4.90551
C 4.72010 -0.31889 -5.38070
C -3.83936 1.23924 5.94380
C -2.75908 1.72655 6.75578
C -2.93474 2.46361 4.13682
C 0.48679 -2.71033 5.74305
C 1.02817 -4.90636 1.62724
C -3.92535 3.09111 -6.76996
C -1.44046 0.02071 0.15913
C -0.76992 4.83220 -0.24204
C -1.69092 2.23363 -5.41993
C -3.91866 3.16776 -5.38376
C 0.87578 -6.09928 2.35632
C 0.17654 4.69790 0.95149
C 2.04801 -4.79941 0.65696
C 2.79129 -7.00579 1.23239
C -1.07666 -0.29254 -1.17577
H -1.10769 3.83924 -0.55361
H 2.84303 -1.33101 -4.89535
H 1.58517 -0.15555 1.77157
H -4.78355 3.48521 -7.34761
H 0.27292 -2.78257 6.82780
H -1.03833 3.45738 4.47491
H 0.00900 -6.25011 3.01257
H 2.13727 -3.86301 0.18578
H -2.81870 2.63249 -8.59742
H 3.72043 -5.97001 -0.25981
H -0.83623 0.42671 2.16892
H -4.74125 1.26014 4.07379
H 0.31941 -4.05506 1.69298
H 4.99110 0.64772 -4.97027
H 2.61907 0.41273 -5.06220
H 2.54283 -2.40279 6.46507
H -0.29472 4.81230 1.93776
H -2.61130 1.51830 7.79231
H -0.81765 1.98133 -4.89023
H -1.62657 5.43928 0.09435
H 2.30331 -0.72235 -0.49315
H -4.58024 0.50336 6.25454
H 0.14575 -3.60393 5.25253
H -0.94184 2.83832 6.79990
H -2.45881 0.31450 0.34700
H -1.78060 -0.22565 -2.04514
H -4.67704 3.64619 -4.87995
H 3.44031 -7.88221 1.12390
H -0.86572 1.78777 -7.33737
```